ORCA calculation (ωB97M-V/def2-TZVPD) on a molecular structure, C17H25CeCl2F3N8.

As for the charge: +3. For the energy relative to the best compared isomer or geometry (same formula, charge and spin), the calculation gives 4.3 kcal per mole. As for the total energy: -76062.1282 eV. The expectation value of S² is 0.751. Its max |F| is 0.009 Eh/bohr. The spin multiplicity is 2. For the HOMO energy (alpha / beta), the calculation gives -17.27 / -17.27 eV. As for the LUMO energy (alpha / beta): -8.6 / -8.5 eV.

Atoms and positions in Å:
Ce 0.31 0.91 0.32
N 1.97 -0.69 1.53
C 3.27 -0.81 0.82
C 3.83 0.58 0.61
N 2.92 1.41 -0.23
C 3.23 1.36 -1.69
C 2.13 0.70 -2.49
N 0.84 1.40 -2.23
H 1.54 -1.60 1.64
H 2.14 -0.38 2.48
H 3.98 -1.43 1.37
H 3.10 -1.31 -0.13
H 3.94 1.08 1.58
H 4.83 0.54 0.18
H 3.08 2.37 0.06
H 3.38 2.38 -2.04
H 4.17 0.83 -1.86
H 2.38 0.72 -3.55
H 2.00 -0.35 -2.21
H 0.94 2.38 -2.51
H 0.12 1.01 -2.83
N -3.21 1.73 3.26
C -3.06 3.08 3.01
C -2.10 3.18 2.05
N -1.65 1.91 1.70
C -2.36 1.07 2.45
C -2.17 -0.37 2.33
N -1.16 -0.84 1.62
C -1.30 -2.21 1.64
C -2.40 -2.54 2.37
N -2.95 -1.36 2.79
H -3.83 1.34 3.95
H -3.65 3.81 3.53
H -1.75 4.07 1.57
H -0.63 -2.88 1.14
H -2.84 -3.49 2.63
H -3.80 -1.27 3.33
F -1.56 -4.41 -4.62
C -2.35 -4.12 -3.59
F -2.49 -5.20 -2.83
F -3.55 -3.77 -4.05
C -1.73 -3.00 -2.77
C -0.46 -3.18 -2.24
C 0.10 -2.15 -1.51
N -0.53 -0.98 -1.29
C -1.75 -0.83 -1.80
C -2.39 -1.80 -2.55
H 0.09 -4.10 -2.40
H 1.09 -2.27 -1.08
H -2.25 0.12 -1.62
H -3.38 -1.63 -2.96
Cl 0.44 3.95 -0.10
C 1.22 4.35 1.47
Cl 1.56 2.88 2.43
H 0.52 4.96 2.04
H 2.15 4.85 1.26

---

ORCA calculation (ωB97M-V/def2-TZVPD) on a molecular structure, C17H25ClN2ReS in a non-equilibrium geometry.

As for the charge: +2. For the energy relative to the best compared isomer or geometry (same formula, charge and spin), the calculation gives 25.7 kcal per mole. As for the total energy: -46484.3559 eV. The expectation value of S² is 3.795. Its max |F| is 0.092 Eh/bohr. The spin multiplicity is 4. For the HOMO energy (alpha / beta), the calculation gives -14.10 / -14.72 eV. As for the LUMO energy (alpha / beta): -8.0 / -8.5 eV.

Atoms and positions in Å:
C 5.06 -1.87 -4.28
C 4.38 -2.32 -5.56
C 5.94 -0.66 -4.49
C 5.79 -3.00 -3.60
Cl 3.70 -1.33 -3.11
H 6.76 -0.93 -5.17
H 6.38 -0.32 -3.56
H 5.39 0.16 -4.94
H 5.15 -2.64 -6.27
H 3.82 -1.51 -6.01
H 3.71 -3.15 -5.38
H 6.60 -3.34 -4.24
H 5.13 -3.84 -3.40
H 6.23 -2.68 -2.65
C -1.75 1.63 -0.67
C -0.52 2.32 -0.69
C 0.29 1.77 -1.72
H -0.23 3.12 -0.03
C -0.46 0.75 -2.35
C -1.72 0.66 -1.70
H -2.52 -0.01 -1.95
H -2.59 1.83 -0.02
H 1.28 2.09 -1.99
H -0.13 0.15 -3.19
C 0.51 -1.23 2.12
C 0.10 0.07 2.48
C 1.08 0.98 2.00
H -0.78 0.33 3.05
C 2.08 0.24 1.33
C 1.73 -1.13 1.41
H 2.30 -1.96 1.01
H -0.01 -2.14 2.35
H 1.06 2.05 2.12
H 2.97 0.64 0.87
Re 0.00 0.00 0.00
S -2.30 -0.88 0.68
C -2.79 -1.75 2.01
N -4.13 -2.19 1.99
C -4.63 -2.33 3.33
C -3.40 -2.17 4.23
N -2.36 -1.69 3.35
H -4.74 -2.18 1.16
H -5.15 -3.30 3.50
H -5.34 -1.49 3.51
H -3.08 -3.14 4.65
H -3.61 -1.44 5.05
H -1.45 -1.47 3.74

---

ORCA calculation (ωB97M-V/def2-TZVPD) on a molecular structure, C17H25ClN7O9RuS2SeTe in a non-equilibrium geometry.

As for the charge: -2. For the energy relative to the best compared isomer or geometry (same formula, charge and spin), the calculation gives 6.6 kcal per mole. As for the total energy: -156297.7581 eV. The expectation value of S² is 0.763. Its max |F| is 0.024 Eh/bohr. The spin multiplicity is 2. For the HOMO energy (alpha / beta), the calculation gives 0.04 / -0.77 eV. As for the LUMO energy (alpha / beta): 3.5 / 3.5 eV.

Atoms and positions in Å:
Ru 0.14 0.03 0.96
O -2.43 -0.32 -1.75
Cl -1.69 0.70 -1.07
O -2.13 1.99 -1.49
O -1.86 0.57 0.42
O -0.23 0.54 -1.30
C -0.30 4.57 -1.98
N -0.76 5.46 -0.94
C -0.56 5.25 0.41
Se 0.27 3.86 1.24
N -1.17 6.32 1.03
C -1.73 7.18 0.11
C -2.44 8.36 0.24
C -2.87 8.98 -0.93
C -2.60 8.43 -2.18
C -1.89 7.24 -2.31
C -1.46 6.63 -1.15
H 0.15 3.71 -1.50
H 0.43 5.08 -2.62
H -1.15 4.23 -2.57
H -1.18 6.38 2.03
H -2.65 8.78 1.21
H -3.43 9.91 -0.86
H -2.96 8.94 -3.07
H -1.69 6.81 -3.28
C 2.82 -6.97 3.20
C 2.63 -6.32 1.84
S 0.95 -6.56 1.29
O 0.77 -7.97 1.03
O 0.10 -5.89 2.24
C 0.94 -5.69 -0.27
C -0.44 -5.24 -0.75
N -0.84 -3.99 -0.15
C -0.13 -2.82 -0.28
N -0.62 -1.90 0.51
C -1.70 -2.45 1.17
C -1.86 -3.75 0.76
N -2.82 -4.66 1.10
O -3.66 -4.33 2.01
O -2.90 -5.77 0.43
C 0.95 -2.62 -1.28
H 3.84 -6.84 3.54
H 2.60 -8.04 3.16
H 2.15 -6.51 3.93
H 3.28 -6.77 1.08
H 2.80 -5.25 1.88
H 1.39 -6.40 -0.98
H 1.61 -4.84 -0.16
H -1.23 -5.96 -0.51
H -0.39 -5.13 -1.83
H -2.29 -1.89 1.88
H 0.77 -3.21 -2.18
H 1.95 -2.86 -0.90
H 0.98 -1.56 -1.54
O 1.37 1.39 2.16
Te 0.42 0.21 3.42
N 2.80 1.32 -1.78
C 3.12 1.01 -0.47
N 3.07 2.02 0.43
S 3.62 -0.52 -0.05
H 2.08 2.02 -1.88
H 2.62 0.49 -2.33
H 2.57 2.86 0.19
H 2.87 1.75 1.43

---

ORCA calculation (ωB97M-V/def2-TZVPD) on a single C17H25F3N4O3 molecule.

As for the charge: 0. For the energy relative to the best compared isomer or geometry (same formula, charge and spin), the calculation gives 6.3 kcal per mole. As for the total energy: -38291.6894 eV. The SMILES is CCCNC(=O)[C@H](c1n[nH]cc1C)N1CC[C@@H](C(F)(F)F)C[C@H]1C(=O)OC. Its max |F| is 0.001 Eh/bohr. The spin multiplicity is 1. For the HOMO energy, the calculation gives -8.71 eV. As for the LUMO energy: 0.6 eV.

Atoms and positions in Å:
C 4.31 -0.07 0.82
C 4.43 1.41 1.14
C 3.47 2.27 0.32
N 2.08 1.97 0.58
C 1.30 1.31 -0.30
O 1.71 0.92 -1.39
C -0.18 1.08 0.03
C -0.73 1.52 1.37
N 0.00 1.85 2.42
N -0.88 2.14 3.38
C -2.16 1.99 2.97
C -2.12 1.58 1.67
C -3.27 1.27 0.76
N -0.58 -0.32 -0.17
C 0.28 -1.17 0.65
C -0.25 -2.58 0.79
C -0.34 -3.19 -0.60
C -0.88 -4.60 -0.57
F -2.13 -4.66 -0.07
F -0.92 -5.16 -1.79
F -0.11 -5.40 0.20
C -1.19 -2.30 -1.50
C -0.67 -0.86 -1.54
C -1.59 -0.13 -2.53
O -2.14 -0.70 -3.43
O -1.70 1.19 -2.37
C -2.51 1.85 -3.35
H 5.02 -0.66 1.41
H 3.31 -0.44 1.05
H 4.49 -0.26 -0.23
H 4.25 1.58 2.21
H 5.45 1.76 0.94
H 3.64 3.33 0.54
H 3.64 2.11 -0.74
H 1.67 2.17 1.49
H -0.70 1.68 -0.71
H -0.55 2.43 4.28
H -2.99 2.18 3.63
H -4.22 1.48 1.25
H -3.22 1.87 -0.15
H -3.25 0.23 0.46
H 1.30 -1.21 0.23
H 0.35 -0.71 1.64
H 0.41 -3.17 1.43
H -1.24 -2.56 1.24
H 0.67 -3.28 -1.02
H -1.22 -2.69 -2.51
H -2.21 -2.29 -1.12
H 0.32 -0.84 -2.02
H -2.50 2.91 -3.08
H -2.10 1.71 -4.34
H -3.53 1.46 -3.33

---

max |F| of number 3 (C17H25ClN7O9RuS2SeTe)? 0.024 Eh/bohr

---

Number 4 is which compound? C17H25F3N4O3

---

charge of number 2 (C17H25ClN2ReS)? +2

---

Which of these has the lowest max |F|? C17H25F3N4O3